[1]
Molecular formula: Cl2NaO8
Method: DFT, the ωB97M-V functional and the def2-TZVPD basis

charge	-1
E_LUMO	-0.128	eV
energy above the lowest of the compared OMol25 structures with the same formula, charge and spin	1.743	eV
orbital gap	4.4	eV

Last column: Löwdin charge in e.
Positions of all 11 atoms, in Å:
O1 1.055 -0.974 1.181  -0.385
O2 -1.177 -0.731 -0.642  -0.305
O3 2.222 -0.262 -0.795  -0.387
O4 -2.040 1.178 -1.788  -0.389
Cl1 -1.513 0.647 -0.538  0.631
O5 3.362 -1.493 0.892  -0.411
O6 1.764 -2.518 -0.443  -0.408
Cl2 2.089 -1.273 0.233  0.613
O7 -2.571 0.786 0.473  -0.456
O8 -0.388 1.448 -0.168  -0.365
Na1 -2.802 3.191 1.595  0.862

***

[2]
Molecular formula: Cl3FO12Sr3
Method: DFT, the ωB97M-V functional and the def2-TZVPD basis

charge	+2
E_LUMO	-9.219	eV
energy above the lowest of the compared OMol25 structures with the same formula, charge and spin	7.560	eV
orbital gap	2.9	eV

Last column: Löwdin charge in e.
Positions of all 19 atoms, in Å:
O1 -15.350 10.927 13.141  -0.395
Sr1 -14.381 11.672 3.941  1.875
O2 -13.600 12.608 12.757  -0.319
O3 -19.481 12.112 5.066  -0.356
Cl1 -18.860 11.321 4.089  0.580
O4 -15.847 13.682 8.461  -0.428
F1 -14.172 14.822 10.342  -0.705
Cl2 -16.500 12.678 7.654  0.641
O5 -19.733 10.150 3.995  -0.336
O6 -18.921 12.079 2.867  -0.330
O7 -17.586 11.115 4.600  -0.448
Sr2 -17.392 8.979 9.160  1.881
O8 -15.775 13.151 12.691  -0.376
Cl3 -14.902 12.109 12.406  0.567
O9 -17.792 12.988 7.317  -0.238
O10 -15.000 11.759 11.060  -0.415
Sr3 -16.316 15.902 9.811  1.716
O11 -15.773 12.296 6.513  -0.416
O12 -16.484 11.469 8.507  -0.498

***

What is the formula in the second record?
Cl3FO12Sr3

***

The lowest energy above the lowest of the compared OMol25 structures with the same formula, charge and spin belongs to which entry?
Cl2NaO8